Formula: C37H85N4O9P2Si
Source: the Open Molecules 2025 dataset
Level of theory: ωB97M-V/def2-TZVPD

Values from the calculation:
2S+1: 1
Total charge: +1
Total energy, eV: -90570.391
Kohn-Sham gap, eV: 6.834

The geometry in XYZ format:
```
138
Properties=species:S:1:pos:R:3:mulliken_charge:R:1
C 8.36099 -2.38989 3.70152 -0.719
C 7.10414 -1.33730 3.89086 -0.545
C 7.17297 -0.31316 2.57667 -0.443
C 5.83680 0.67585 2.48072 -0.443
C 6.27963 2.07554 1.68429 -0.450
C 5.24988 3.24384 2.26510 -0.483
C 3.75174 2.97818 1.62925 -0.391
C 2.66817 4.00911 2.37875 -0.483
C 2.12646 3.44266 3.81869 -0.471
C 0.47048 3.57895 4.00561 -0.628
C -0.19566 2.56853 2.90025 -0.426
C -1.74209 2.08306 3.27605 -0.651
C -2.38030 1.39484 1.88911 0.270
C -2.21676 -0.23336 1.91297 -0.691
N -3.38972 -1.04318 2.33751 0.367
C -3.57911 -1.12589 3.83896 0.195
N -2.71924 -1.89651 4.63176 0.136
N -2.83008 -1.99686 6.01965 -0.760
N -4.74789 -0.44500 4.58148 -0.355
C -5.34458 0.67518 3.76347 -0.196
C -5.69265 0.28800 2.20842 -0.170
O -7.09723 -0.21838 2.06340 -0.438
C -8.05569 0.90571 2.14810 -0.390
C -9.14131 0.53169 3.36365 -0.462
C -9.45005 1.78956 4.36924 -0.376
C -9.08345 1.47515 5.96480 -0.880
C -4.66421 -0.88387 1.59692 0.162
Si -4.59003 -0.72214 -0.31492 -0.024
C -4.22485 1.08135 -0.95538 -0.597
C -6.37951 -1.15275 -0.99858 -0.618
C -3.29347 -1.96490 -1.08770 -1.014
H 8.02670 -3.34797 3.09370 0.236
H 8.81389 -2.73614 4.74028 0.291
H 9.21403 -1.78584 3.14652 0.104
H 6.06310 -1.91718 3.86772 0.261
H 7.12073 -0.76037 4.91543 0.304
H 8.10599 0.37835 2.77248 0.268
H 7.26842 -0.94999 1.59143 0.224
H 4.98936 0.18103 1.82117 0.191
H 5.46811 0.89619 3.59314 0.222
H 6.22526 1.95409 0.51943 0.258
H 7.38068 2.36549 2.00825 0.278
H 5.68298 4.30145 1.99270 0.316
H 5.16281 3.07750 3.42292 0.156
H 3.36457 1.87756 1.82169 0.078
H 3.79211 3.13136 0.46827 0.335
H 1.76841 4.16735 1.63345 0.187
H 3.19285 5.07412 2.47545 0.349
H 2.72802 3.92162 4.70117 0.348
H 2.32398 2.26511 3.80420 0.123
H 0.22021 4.68929 3.71451 0.291
H 0.17042 3.29300 5.10951 0.309
H -0.20277 3.16209 1.86669 0.188
H 0.42687 1.57853 2.71496 0.125
H -2.34822 3.05087 3.53735 0.357
H -1.76720 1.32044 4.18543 0.185
H -3.44238 1.79825 1.62235 -0.060
H -1.66153 1.78296 1.01709 0.379
H -1.68703 -0.57489 0.89811 -0.099
H -1.36715 -0.43583 2.73190 0.360
H -1.91903 -2.43591 4.17957 0.326
H -2.97493 -1.07253 6.48269 0.336
H -3.72191 -2.53996 6.22028 0.305
H -5.52685 -1.16219 4.69525 0.382
H -6.29801 1.07150 4.31509 0.235
H -4.54203 1.54342 3.72297 -0.008
H -5.64598 1.26654 1.56355 0.113
H -8.63767 1.11475 1.15020 0.301
H -7.54891 1.92037 2.47222 0.215
H -8.62396 -0.30967 4.00775 0.166
H -10.15294 0.07679 2.92393 0.354
H -8.85844 2.75657 4.07178 0.252
H -10.60616 2.08433 4.36777 0.351
H -8.33782 2.32102 6.34006 0.202
H -8.63747 0.39185 6.12467 0.250
H -10.05462 1.55481 6.65298 0.283
H -5.27935 -1.89281 1.79039 0.271
H -3.05769 1.32720 -0.90030 0.190
H -4.60065 1.23738 -2.07646 0.218
H -4.74911 1.92011 -0.31377 0.229
H -6.70215 -2.11562 -0.41185 0.298
H -6.27450 -1.29925 -2.15757 0.181
H -7.04988 -0.21907 -0.73804 0.078
H -3.47862 -2.16956 -2.22728 0.317
H -2.17812 -1.58098 -0.99163 0.282
H -3.38762 -2.97778 -0.50915 0.297
O -8.12051 -1.19646 -5.38690 -0.723
P -7.96429 -0.86155 -6.89055 1.014
O -6.45145 -1.52269 -7.02202 -0.394
C -6.34756 -2.93354 -7.09284 -0.322
C -6.80283 -3.45319 -8.44268 -0.956
O -7.48253 0.71462 -6.65534 -0.334
C -7.84714 1.41174 -5.47390 -0.572
C -6.76209 1.28061 -4.41932 -0.802
O -7.78976 -0.48737 -8.57056 -0.231
C -8.99610 -0.57103 -9.31569 -0.224
C -10.06421 0.36943 -8.78963 -1.107
H -6.91890 -3.39680 -6.28308 0.267
H -5.29422 -3.18848 -6.94247 0.336
H -7.88382 -3.33381 -8.55702 0.181
H -6.56674 -4.51679 -8.54929 0.417
H -6.32535 -2.89915 -9.25721 0.245
H -8.81969 1.06758 -5.10458 0.354
H -7.97021 2.46602 -5.73709 0.382
H -6.45366 0.24478 -4.26663 0.184
H -7.10450 1.69140 -3.46082 0.357
H -5.86678 1.82940 -4.72812 0.304
H -9.35469 -1.60463 -9.30131 0.253
H -8.75897 -0.31440 -10.35242 0.368
H -10.37838 0.08435 -7.78032 0.334
H -10.94738 0.34788 -9.43484 0.412
H -9.68842 1.39498 -8.73204 0.258
O 12.17261 -3.49256 -1.66986 -0.710
P 12.10453 -1.95585 -1.49265 1.034
O 13.25100 -1.63397 -2.64377 -0.385
C 12.86803 -1.72162 -4.00464 -0.335
C 11.98965 -0.55288 -4.40696 -0.933
O 13.11576 -1.90111 -0.17123 -0.353
C 13.26213 -3.03308 0.67253 -0.332
C 14.44295 -3.88001 0.23088 -1.087
O 12.02847 -0.23890 -1.29466 -0.207
C 10.73175 0.25736 -0.99512 -0.504
C 10.17060 -0.33345 0.28477 -0.684
H 12.36355 -2.67329 -4.19590 0.271
H 13.78550 -1.70787 -4.60061 0.334
H 11.00993 -0.62369 -3.92635 0.182
H 11.83469 -0.53827 -5.49052 0.415
H 12.43658 0.39763 -4.09840 0.240
H 12.33342 -3.61354 0.70794 0.324
H 13.43887 -2.66756 1.68796 0.369
H 14.41915 -4.10164 -0.83762 0.293
H 14.46798 -4.82615 0.78667 0.346
H 15.38076 -3.34718 0.41717 0.285
H 10.06546 0.04922 -1.83764 0.278
H 10.81233 1.34369 -0.89376 0.375
H 10.00393 -1.41065 0.18201 0.370
H 9.21297 0.13203 0.53579 0.117
H 10.86548 -0.19337 1.11773 0.283
```